No. 1
{"formula": "C8H10O", "method": "ωB97M-V/def2-TZVPD", "e_tot_ha": -385.810399, "spin_multiplicity": 1, "gap_ev": 8.621, "e_above_lowest_kj_mol": 691.6, "e_homo_ev": -8.759, "elements": ["C", "C", "C", "C", "O", "H", "H", "H", "H", "H", "H", "C", "C", "C", "C", "H", "H", "H", "H"], "positions_angstrom": [[0.669, -1.944, -0.488], [0.201, -0.759, 0.334], [-1.439, -0.157, -0.477], [-2.055, -0.792, -1.471], [0.020, -0.778, 1.536], [-1.983, 0.344, 0.317], [0.004, -2.780, -0.276], [1.683, -2.199, -0.178], [0.661, -1.733, -1.556], [-1.512, -1.307, -2.256], [-3.137, -0.839, -1.537], [1.473, 1.677, 0.472], [1.198, 0.599, -0.288], [0.706, 2.117, 1.573], [0.057, 2.560, 2.486], [2.326, 2.304, 0.224], [1.871, 0.353, -1.103], [-0.223, 0.428, -0.619], [-0.520, 2.907, 3.305]], "forces_ev_per_a": [[-0.5935, 0.0312, -0.1953], [2.4191, 1.0079, 0.4123], [0.3003, 0.8135, -0.6475], [0.0015, 0.0081, 0.1316], [-0.4152, 0.1029, -0.7111], [-0.0444, -0.0548, 0.0106], [0.0357, -0.0300, -0.0146], [-0.0369, 0.1147, 0.0643], [0.0156, 0.0177, 0.0239], [0.0411, 0.0488, -0.0065], [0.0189, -0.0393, 0.0523], [0.1069, -0.4061, -0.7344], [0.3851, -0.7251, 1.1700], [-0.5283, 0.2385, 0.7186], [0.2944, -0.2237, -0.3678], [-0.0809, 0.0069, -0.0653], [-0.0412, 0.0483, -0.0665], [-1.8348, -1.0095, 0.1714], [-0.0434, 0.0501, 0.0540]], "mulliken_charge": [-1.55, 1.21, -0.54, -0.61, -0.59, 0.34, 0.39, 0.40, 0.36, 0.21, 0.28, -0.86, -0.54, -0.46, 0.35, 0.37, 0.39, 0.46, 0.41]}

***

No. 2
{"formula": "C5H36NO13", "method": "ωB97M-V/def2-TZVPD", "e_tot_ha": -1244.776681, "spin_multiplicity": 1, "gap_ev": 8.919, "e_above_lowest_kj_mol": 223.2, "charge": 1, "e_homo_ev": -11.153, "elements": ["C", "C", "C", "C", "C", "N", "H", "H", "H", "H", "H", "H", "H", "H", "H", "H", "H", "H", "O", "H", "H", "O", "H", "H", "O", "H", "H", "O", "H", "H", "O", "H", "H", "O", "H", "H", "O", "H", "H", "O", "H", "H", "O", "H", "H", "O", "H", "H", "O", "H", "H", "O", "H", "H", "O"], "positions_angstrom": [[0.971, -0.556, 1.930], [0.186, 0.203, 0.850], [-0.149, -0.690, -0.297], [0.538, -0.673, -1.444], [-2.424, -1.236, 0.477], [-1.206, -1.605, -0.133], [1.859, -1.088, 1.545], [1.394, 0.093, 2.681], [0.406, -1.306, 2.469], [-0.684, 0.673, 1.295], [0.829, 1.010, 0.523], [1.414, -0.059, -1.554], [0.316, -1.305, -2.292], [-3.316, -1.661, 0.043], [-2.578, -0.173, 0.674], [-1.281, -2.236, -0.925], [3.042, -2.536, -1.724], [4.463, -2.556, -2.360], [3.948, -2.202, -1.624], [0.176, 2.269, -4.301], [1.222, 2.690, -3.201], [0.263, 2.732, -3.464], [4.126, -0.438, -1.784], [4.978, 0.641, -1.069], [4.387, 0.509, -1.820], [-0.903, 4.458, 0.267], [-0.952, 3.017, -0.358], [-0.603, 3.545, 0.400], [-1.932, 2.163, 3.547], [-0.868, 1.798, 4.555], [-1.796, 1.592, 4.324], [-0.411, -4.856, -1.074], [0.123, -4.084, -2.288], [-0.107, -3.987, -1.358], [-0.887, 2.346, -2.383], [-2.300, 2.926, -2.062], [-1.657, 2.277, -1.726], [-2.148, -1.370, 2.704], [-1.795, -2.723, 1.802], [-2.499, -1.945, 1.846], [-1.806, 0.106, 4.064], [-2.582, -1.084, 4.619], [-1.873, -0.914, 3.988], [-0.036, -3.810, 2.449], [-0.219, -3.396, 0.967], [-0.691, -3.730, 1.747], [-3.404, -0.183, -2.611], [-2.356, 0.645, -1.833], [-2.790, -0.246, -1.869], [3.450, 3.254, -2.753], [3.438, 1.750, -2.461], [2.885, 2.477, -2.858], [2.321, 4.160, 1.618], [1.144, 3.445, 0.931], [1.881, 3.306, 1.565]], "forces_ev_per_a": [[0.6765, -0.5190, 0.0532], [0.8636, -0.4668, 0.5803], [-0.1670, 0.2265, -0.9044], [0.2818, -0.0647, 0.2403], [0.0923, -0.8038, 0.8850], [-0.3405, 0.1398, 0.0586], [-0.4233, 0.2525, -0.3266], [-0.0970, 0.5547, 0.2477], [-0.4356, -0.1270, 0.0425], [-0.3271, 0.0793, 0.0321], [0.0061, 0.1996, -0.2967], [0.1081, 0.3025, 0.1012], [-0.2989, -0.1209, 0.0595], [0.1844, 0.0984, -0.5928], [0.2173, -0.2809, 0.0197], [-0.2056, 0.1910, 0.2283], [0.3316, 0.0815, 0.0037], [-0.1363, -0.0932, 0.0792], [-0.2651, -0.0805, -0.1074], [0.1750, -0.0023, -0.0703], [-0.3867, -0.1668, -0.2011], [0.2509, 0.0278, 0.2594], [0.1397, 0.3327, 0.0682], [-0.1209, 0.0215, -0.1047], [0.0786, -0.3484, 0.1600], [0.1138, -0.4541, -0.0190], [0.0492, 0.4029, 0.2739], [-0.2529, 0.1762, -0.0917], [-0.2063, -0.1936, 0.2469], [-0.4673, -0.1004, 0.1492], [0.9058, 0.9319, -0.4066], [-0.0148, -0.1011, -0.0921], [-0.0214, -0.0757, 0.0393], [0.0408, -0.0206, 0.0249], [-0.3347, 0.0156, 0.3265], [0.2110, -0.2736, 0.1719], [0.1063, 0.2788, -0.7184], [-0.6976, -0.5091, -0.4326], [-0.7351, 0.6554, 0.1695], [1.1601, 0.2337, 0.3211], [0.1208, -0.8253, -0.2357], [-0.0828, -0.4515, -0.0464], [0.0124, 0.9777, 0.2801], [-0.0465, -0.0327, 0.0633], [0.0385, 0.0482, -0.0755], [0.2288, -0.2966, -0.1279], [0.0566, -0.0209, 0.1200], [-0.2280, -0.5742, -0.0690], [-0.0813, 0.6935, -0.5039], [-0.2663, -0.0263, -0.1438], [-0.5147, 0.2394, -0.2322], [0.6385, -0.0401, 0.3190], [0.0666, -0.0606, 0.0351], [0.1935, -0.0823, 0.4709], [-0.1948, 0.0517, -0.3314]], "mulliken_charge": [-1.33, 0.24, 0.90, -1.49, -0.74, 0.47, 0.29, 0.47, 0.20, 0.05, 0.27, 0.05, 0.20, 0.37, 0.40, 0.15, 0.31, 0.33, -0.70, 0.31, 0.39, -0.69, 0.36, 0.32, -0.70, 0.26, 0.44, -0.66, 0.33, 0.37, -0.69, 0.27, 0.27, -0.56, 0.48, 0.29, -0.91, 0.45, 0.54, -0.54, 0.41, 0.34, -0.66, 0.34, 0.33, -0.66, 0.31, 0.34, -0.59, 0.29, 0.41, -0.69, 0.30, 0.37, -0.61]}

***

No. 3
{"formula": "C23H32N6O3PRuS3", "method": "ωB97M-V/def2-TZVPD", "e_tot_ha": -3080.735465, "spin_multiplicity": 2, "s_squared": 0.76, "gap_ev": [7.510, 7.520], "e_above_lowest_kj_mol": 243.9, "e_homo_ev": [-7.723, -7.780], "elements": ["Ru", "S", "C", "S", "C", "C", "N", "C", "N", "C", "C", "C", "C", "C", "C", "C", "S", "O", "O", "N", "C", "C", "C", "C", "C", "N", "H", "H", "H", "H", "H", "H", "H", "H", "H", "H", "H", "N", "C", "C", "C", "C", "N", "H", "H", "H", "H", "H", "H", "H", "H", "H", "H", "H", "H", "C", "P", "C", "C", "O", "H", "H", "H", "H", "H", "H", "H", "H", "H"], "positions_angstrom": [[-0.149, 0.259, -0.135], [-2.197, -0.834, 0.151], [-2.423, -0.904, -1.540], [-1.078, -0.191, -2.328], [-3.514, -1.428, -2.182], [-4.667, -1.855, -1.448], [-5.604, -2.187, -0.867], [-3.528, -1.510, -3.611], [-3.490, -1.586, -4.760], [-7.211, 2.205, -1.357], [-5.857, 2.437, -0.743], [-5.715, 3.121, 0.456], [-4.463, 3.337, 1.017], [-3.341, 2.863, 0.358], [-3.458, 2.183, -0.849], [-4.710, 1.964, -1.384], [-1.753, 3.242, 1.001], [-1.931, 3.789, 2.317], [-1.098, 4.073, 0.016], [-0.962, 1.835, 1.096], [-0.573, 1.278, 2.283], [-0.382, 1.856, 3.557], [0.145, 1.064, 4.543], [0.468, -0.280, 4.295], [0.239, -0.764, 3.037], [-0.276, 0.002, 2.059], [-7.981, 2.779, -0.843], [-7.478, 1.148, -1.306], [-7.213, 2.493, -2.410], [-6.597, 3.499, 0.960], [-4.350, 3.863, 1.955], [-2.576, 1.833, -1.369], [-4.803, 1.425, -2.320], [-0.627, 2.890, 3.725], [0.323, 1.490, 5.523], [0.871, -0.921, 5.065], [0.435, -1.797, 2.776], [2.189, -0.442, 0.775], [3.417, -0.212, -0.020], [3.078, 0.730, -1.156], [2.736, 2.124, -0.653], [1.786, 2.809, -1.613], [0.435, 2.198, -1.479], [2.325, -0.192, 1.745], [1.904, -1.410, 0.716], [3.786, -1.161, -0.419], [4.205, 0.206, 0.608], [2.205, 0.300, -1.656], [3.885, 0.785, -1.894], [3.650, 2.703, -0.499], [2.216, 2.066, 0.308], [2.148, 2.696, -2.637], [1.720, 3.876, -1.397], [0.018, 2.062, -2.392], [-0.138, 2.876, -0.984], [1.855, -4.332, -1.205], [0.901, -2.948, -1.820], [1.873, -2.219, -3.136], [-0.545, -3.658, -2.592], [0.591, -1.978, -0.710], [2.073, -5.043, -2.002], [1.285, -4.831, -0.421], [2.791, -3.967, -0.780], [2.113, -2.958, -3.901], [2.796, -1.811, -2.722], [1.294, -1.410, -3.581], [-0.265, -4.446, -3.293], [-1.093, -2.879, -3.120], [-1.190, -4.070, -1.814]], "forces_ev_per_a": [[-1.8488, -1.3161, 0.4742], [0.1261, 0.1954, 0.0644], [-0.2310, -0.1577, -0.1355], [0.1144, 0.6071, -0.1866], [-0.2875, -0.0948, -0.1532], [0.2053, -0.0242, -0.1987], [0.0091, 0.0127, 0.0443], [-0.0137, 0.0197, 0.2700], [0.0060, 0.0062, -0.0097], [0.0331, -0.0312, 0.0481], [-0.0390, 0.0005, -0.0504], [0.0046, 0.0153, 0.0240], [0.0185, -0.1321, 0.0206], [-0.1664, -0.0114, -0.1163], [0.0112, 0.1186, 0.0731], [-0.0275, -0.0030, -0.0409], [-0.1408, 0.1422, 0.0188], [-0.0532, 0.1021, 0.0307], [0.1487, -0.1296, -0.1366], [0.3599, 0.0461, -0.2802], [-0.3897, 0.3838, 0.1479], [-0.0347, 0.0157, 0.0428], [0.0515, -0.0963, -0.0059], [-0.1182, 0.0896, 0.1037], [-0.1744, -0.1753, -0.2083], [1.1394, -0.2616, -0.0058], [0.0003, -0.0143, 0.0003], [0.0022, 0.0060, 0.0042], [0.0005, -0.0044, 0.0045], [0.0108, -0.0073, 0.0095], [-0.0097, 0.0170, -0.0161], [0.0258, -0.0064, -0.0364], [0.0064, 0.0133, -0.0040], [0.0423, -0.0296, 0.0102], [-0.0173, -0.0133, 0.0028], [-0.0175, 0.0042, 0.0112], [0.0694, 0.0240, -0.0544], [0.6532, 0.4716, -0.0712], [-0.1980, -0.1677, 0.0524], [0.1116, -0.0340, 0.0020], [-0.0030, 0.0128, -0.0556], [-0.1641, 0.1018, 0.0610], [0.9964, -0.0740, 0.1066], [0.0096, -0.0116, 0.0107], [-0.1333, 0.0431, 0.0297], [0.0512, -0.0203, 0.0571], [0.0193, -0.0201, -0.0012], [0.0065, 0.0582, -0.0944], [0.0234, -0.0206, 0.0370], [-0.0352, 0.0585, -0.0377], [0.0981, -0.0257, 0.0657], [-0.0523, 0.0132, -0.0281], [0.0132, 0.0157, -0.0469], [-0.0666, -0.0100, 0.0390], [-0.1938, 0.0583, -0.0686], [0.1002, -0.0845, 0.1515], [-0.2851, 0.3006, -0.0330], [0.1033, 0.0786, -0.1095], [-0.1404, -0.0832, 0.0110], [0.2509, 0.1356, 0.2438], [0.0001, 0.0044, 0.0079], [0.0164, -0.0189, -0.0110], [0.0042, -0.0263, -0.0039], [-0.0069, 0.0050, 0.0078], [0.0000, -0.0155, -0.0272], [0.0173, -0.0176, -0.0150], [0.0015, -0.0003, 0.0143], [-0.0056, -0.0271, -0.0365], [-0.0082, -0.0111, -0.0244]], "mulliken_spin": [0.90, -0.03, 0.00, 0.02, 0.01, 0.00, 0.00, 0.00, 0.01, 0.00, 0.00, 0.00, 0.00, 0.01, -0.01, 0.00, 0.00, 0.00, 0.00, -0.02, 0.00, 0.00, 0.00, 0.00, 0.00, 0.00, 0.00, 0.00, 0.00, 0.00, 0.00, 0.01, 0.00, 0.00, 0.00, 0.00, 0.00, 0.06, -0.01, 0.00, 0.00, 0.01, 0.07, 0.00, -0.01, 0.00, 0.00, 0.00, 0.00, 0.00, 0.01, 0.00, 0.00, 0.00, -0.02, 0.00, 0.00, 0.00, 0.00, -0.01, 0.00, 0.00, 0.00, 0.00, 0.00, 0.00, 0.00, 0.00, 0.00]}

***

No. 4
{"formula": "C5H12O", "method": "ωB97M-V/def2-TZVPD", "e_tot_ha": -272.822832, "spin_multiplicity": 1, "gap_ev": [7.649, 7.992], "e_above_lowest_kj_mol": 330.4, "e_homo_ev": [-6.682, -7.043], "elements": ["C", "O", "C", "C", "C", "C", "H", "H", "H", "H", "H", "H", "H", "H", "H", "H", "H", "H"], "positions_angstrom": [[-2.093, -0.009, -0.577], [-1.293, -0.028, 0.483], [-0.201, 0.629, 0.664], [0.889, -1.775, -1.017], [0.241, 1.580, -0.379], [0.570, 0.311, 1.900], [-0.108, -1.366, -1.220], [-2.042, 0.832, -1.254], [-2.996, -0.582, -0.426], [1.132, -2.520, -1.778], [1.637, -0.977, -1.040], [0.893, -2.247, -0.030], [0.180, 1.103, -1.373], [-0.404, 2.473, -0.428], [1.270, 1.904, -0.201], [0.722, 1.199, 2.528], [0.036, -0.439, 2.489], [1.566, -0.087, 1.658]], "forces_ev_per_a": [[-0.2884, 0.1802, -0.2213], [-0.1871, -0.2829, 0.2845], [0.4593, 0.2855, -0.0278], [0.0149, -0.0172, -0.0052], [0.0188, -0.0018, -0.0299], [-0.0293, -0.0273, 0.0238], [0.2131, -0.0979, 0.0061], [-0.0036, -0.0811, 0.0683], [0.1109, 0.0840, -0.0301], [-0.0111, 0.0878, 0.1081], [-0.1034, -0.1467, -0.0086], [0.0126, 0.0540, -0.1503], [0.0192, 0.0469, 0.1441], [0.0391, -0.1132, -0.0034], [-0.1751, -0.0252, 0.0036], [-0.0233, -0.1118, -0.0920], [0.0678, 0.1067, -0.0811], [-0.1345, 0.0601, 0.0112]], "mulliken_charge": [-0.63, -0.28, 0.94, -0.89, -1.38, -1.23, 0.17, 0.26, 0.22, 0.34, 0.20, 0.23, 0.41, 0.40, 0.30, 0.35, 0.33, 0.28]}